No. 1
{"formula": "C23H29N3O3S3", "method": "wB97M-V/def2-TZVPD", "smiles": "CCCCSc1nc(SCC(=O)NCc2ccco2)c2c3c(sc2n1)CO[C@](C)(CC)C3", "lumo_ev": 0.3, "spin_multiplicity": 1, "de_lowest_kcal_mol": 6.3, "e_homo_ev": -8.14, "mol_weight_da": 491.70, "species": ["O", "H", "S", "H", "C", "C", "H", "C", "H", "H", "N", "H", "H", "H", "H", "H", "C", "C", "C", "O", "H", "H", "H", "H", "C", "C", "C", "C", "H", "H", "C", "H", "C", "C", "C", "H", "H", "S", "H", "H", "H", "C", "S", "H", "H", "C", "C", "H", "C", "C", "C", "C", "C", "N", "H", "H", "C", "N", "H", "H", "O"], "xyz": [[-1.9825, -2.1061, -1.3702], [3.4833, 1.7858, -3.9188], [-2.3837, 1.6476, 0.0622], [-1.7996, -0.8869, 6.2440], [-3.5267, 0.8093, -2.2502], [2.6146, -0.7957, -3.5060], [-2.0585, 1.1546, 2.5782], [0.5684, -0.8944, 2.6406], [5.3253, 2.1391, -2.2710], [-0.9474, -3.0298, 0.1613], [1.4410, -0.4695, -0.9877], [-2.5889, -1.2721, -4.5475], [2.7401, -1.0876, -4.5483], [5.8333, 2.5876, -3.8997], [0.6431, 2.0221, 3.2172], [-1.6967, 0.5914, -3.1016], [-2.5479, -0.1683, 5.9195], [-0.6882, -2.6753, -3.0852], [-0.0722, 2.1635, 4.0240], [-4.6379, 0.3847, -2.0264], [-2.6116, 1.7926, 5.0227], [3.6612, 0.2376, -1.9534], [4.5213, 0.7049, -4.8486], [-3.1686, -0.6247, 5.1519], [-1.8168, -2.0080, -2.7084], [-0.9678, -2.8458, -0.8948], [-0.1790, 0.1297, 0.7112], [4.3014, 1.0662, -3.8410], [-0.7779, 2.9384, 3.7379], [-3.8147, -1.4523, -3.2524], [-1.4709, 0.3507, 3.0171], [0.4695, 2.4826, 4.9101], [1.0005, -0.5047, 0.2590], [-1.8668, 1.0981, 5.4138], [-0.8091, 0.8484, 4.3211], [-3.1854, 0.0705, 6.7672], [-0.3019, -2.7652, -4.0797], [1.8131, -1.3744, 1.5205], [-1.3596, 1.5768, 6.2527], [4.6581, -0.8489, -2.9201], [2.3505, -1.6612, -2.9008], [-0.8852, 0.8236, -0.2886], [1.1480, 0.2886, -3.5017], [-2.1387, -0.4844, 3.2416], [-3.8053, 2.7842, -1.4211], [5.5325, 1.7558, -3.2677], [3.8578, -0.1062, -2.9705], [6.3643, 1.0580, -3.1990], [0.6911, 0.2179, -1.8246], [-0.1384, -3.2272, -1.9017], [-2.7829, -1.1661, -3.4779], [-2.9934, 2.0815, -1.6006], [-0.4027, -0.1197, 2.0924], [-0.4344, 0.8662, -1.5290], [-2.1799, 2.5423, -2.1561], [1.4704, -1.5398, 4.4823], [0.5057, -1.2066, 4.0924], [-2.6416, 0.2237, -3.0851], [0.7497, -3.8189, -1.8140], [-0.2330, -2.0123, 4.2560], [0.1519, -0.0716, 4.8524]], "atomic_forces_ev_per_a": [[-0.49, 0.28, 0.03], [0.01, -0.03, -0.07], [-0.30, 0.18, 0.13], [0.02, -0.11, 0.04], [0.18, 0.44, -0.22], [-0.31, 0.22, 0.23], [-0.06, -0.02, 0.18], [-0.17, 0.19, -0.42], [0.02, 0.06, 0.12], [-0.08, 0.04, 0.18], [0.27, -0.11, -0.10], [-0.05, -0.11, 0.12], [-0.02, -0.06, -0.03], [0.11, 0.10, 0.00], [0.09, 0.02, -0.08], [-0.30, 0.00, 0.16], [0.08, 0.21, -0.08], [-0.64, 0.25, 0.04], [-0.07, -0.41, 0.10], [-0.37, -0.10, 0.22], [0.02, 0.12, 0.00], [0.06, -0.06, 0.00], [-0.05, 0.01, -0.08], [-0.08, -0.10, -0.03], [0.41, -0.22, -0.82], [0.73, -0.51, -0.10], [0.48, -0.20, -0.48], [0.14, -0.08, 0.25], [-0.10, 0.13, -0.03], [0.13, 0.00, -0.16], [0.16, -0.09, 0.25], [0.05, 0.05, 0.09], [-0.43, 0.32, 0.20], [0.25, -0.40, -0.13], [-0.34, 0.71, -0.02], [-0.09, -0.05, 0.07], [0.03, 0.04, -0.25], [-0.34, 0.22, 0.06], [0.01, 0.13, -0.01], [0.07, -0.02, 0.05], [0.02, -0.08, -0.12], [0.13, 0.04, -0.15], [0.17, 0.06, -0.47], [-0.13, 0.04, -0.04], [0.03, -0.06, -0.05], [-0.17, -0.04, -0.18], [-0.05, 0.18, -0.25], [0.13, -0.03, 0.04], [0.40, -0.35, 0.34], [-0.25, 0.02, 0.53], [-0.12, -0.05, 0.32], [0.19, -0.28, 0.32], [0.27, -0.44, 0.44], [0.07, 0.27, 0.05], [-0.09, 0.06, -0.03], [-0.11, -0.06, -0.04], [0.04, -0.36, 0.10], [0.14, -0.09, -0.46], [0.18, -0.13, 0.10], [0.17, 0.09, 0.01], [-0.04, 0.18, 0.14]], "lowdin_charge": [0.056, 0.084, 1.049, 0.074, -0.579, -0.453, 0.078, -0.443, 0.072, 0.124, 0.078, 0.131, 0.078, 0.068, 0.088, 0.084, -0.085, -0.043, 0.001, 0.057, 0.120, 0.098, 0.109, 0.067, -0.268, -0.127, -0.181, -0.290, 0.090, 0.132, -0.067, 0.089, -0.524, -0.176, -0.506, 0.072, 0.110, 1.118, 0.117, 0.118, 0.061, -0.495, 0.989, 0.130, 0.085, -0.115, -0.286, 0.071, -0.660, -0.064, -0.079, -0.332, -0.219, 0.034, 0.079, 0.129, -0.180, 0.071, 0.105, 0.137, -0.082]}

***

No. 2
{"formula": "C23H29N3O5S", "method": "wB97M-V/def2-TZVPD", "lumo_ev": -0.5, "spin_multiplicity": 1, "de_lowest_kcal_mol": 634.6, "e_homo_ev": -7.92, "mol_weight_da": 459.57, "species": ["C", "C", "H", "H", "N", "C", "O", "H", "C", "H", "C", "H", "O", "C", "H", "C", "H", "H", "O", "C", "H", "H", "H", "C", "H", "H", "C", "C", "C", "H", "C", "H", "C", "C", "C", "H", "H", "H", "C", "C", "C", "H", "H", "H", "S", "H", "H", "H", "N", "H", "O", "C", "H", "H", "C", "C", "H", "H", "C", "N", "O"], "xyz": [[-2.1037, 1.5637, -0.8668], [2.0905, -1.5311, -0.5540], [-3.6488, 4.8578, -2.4764], [4.0620, -3.8332, 0.7745], [1.6910, -0.3853, -0.6385], [0.2548, 1.4329, 0.2172], [-2.5691, 3.4427, 1.6364], [-4.2132, 3.9234, -0.5380], [-0.5759, -0.6485, 2.3672], [0.7671, 1.7113, 1.0338], [1.6656, -1.1309, 3.3440], [5.4373, -4.6388, -1.4080], [-1.7833, -0.9405, 1.5274], [3.4445, -2.0503, -0.1657], [-0.2234, -1.0963, -2.0070], [0.6312, -1.3631, 2.6709], [3.6009, -1.8767, 0.8168], [-5.4708, 1.5317, -3.4494], [-0.2246, 3.6239, 2.2820], [-1.7211, 0.3057, -1.4765], [4.0945, -3.5318, -2.3401], [4.9239, -0.4619, -0.5113], [-2.6567, -2.2159, 0.5315], [-3.4028, 3.5941, -0.9755], [-3.6030, 1.6140, -3.4853], [6.1079, -2.0494, -2.2840], [-4.5962, 1.8257, -3.0005], [1.6349, 0.0390, 3.9501], [-0.5222, -0.2159, -1.2952], [-5.3465, 1.8000, -0.9273], [3.6558, -3.4810, -0.1734], [-4.3503, 0.1733, -1.3981], [5.5653, -2.3463, -1.1794], [-0.4482, 0.6171, 2.8740], [-4.3262, 1.5111, -1.4423], [0.5315, -2.5419, 2.0099], [-2.6666, 3.5759, -2.9293], [0.3738, 1.8644, 3.9676], [4.8637, -3.6407, -1.5001], [-3.3636, 4.0607, -2.6399], [-1.8094, -2.3465, 1.0369], [2.8600, -3.9914, -0.5977], [2.3605, 0.4155, -0.0927], [2.5285, -1.8216, 3.3891], [-1.4248, 2.6758, 1.5290], [-2.3787, 0.0203, -2.1361], [6.2379, -2.3428, -0.5482], [2.5777, 0.5974, 4.3889], [-3.3272, 1.9796, -0.8234], [-1.8289, -3.0119, 1.7702], [1.0196, -2.7103, -0.8101], [0.4792, 0.1256, -0.5260], [3.9340, -1.2757, -1.9823], [-2.6410, 0.9312, 2.5382], [-1.1317, 1.8699, 0.1013], [4.2986, -1.3453, -0.9363], [-2.4349, 4.0429, -0.3681], [-1.1840, -2.5906, 0.3792], [0.6461, 1.0989, 3.5829], [-1.6671, 1.4733, 2.7738], [-4.6945, 3.1170, -3.0100]], "atomic_forces_ev_per_a": [[4.35, -5.42, 0.98], [-4.54, -13.96, -0.22], [-4.48, 14.46, 0.82], [-0.24, -0.32, -0.24], [4.99, 7.93, 3.32], [-4.34, -5.22, -4.90], [-4.50, 1.81, -0.93], [-4.32, 1.51, 2.11], [0.80, -0.26, -0.50], [2.29, 1.38, 2.44], [5.73, -0.91, 2.68], [-1.03, 1.75, -0.49], [4.61, -1.02, 2.41], [-5.28, -0.36, 1.72], [-0.91, 1.36, 1.52], [-9.63, -8.41, -9.15], [0.03, 1.67, 3.50], [-1.85, -2.02, -0.83], [-3.26, -4.58, -4.05], [-0.35, 5.51, 2.76], [1.76, -0.46, 0.66], [-2.08, -0.66, -0.87], [-4.01, -0.57, -1.83], [7.77, -1.47, -2.28], [-0.90, -1.17, -0.46], [-1.13, -0.17, 3.07], [5.82, -1.37, 3.33], [1.94, 9.57, 1.44], [0.69, -5.59, -4.60], [1.85, -0.42, -0.79], [3.41, -2.59, -2.99], [0.15, 3.63, 0.25], [-6.09, 1.10, -11.20], [-3.49, 0.86, 0.08], [-10.10, -8.88, -4.12], [0.70, 3.45, 2.08], [9.22, -4.74, -4.83], [-1.55, 10.06, 5.24], [-2.61, -0.82, 3.26], [-7.87, -13.80, 6.61], [-2.77, 5.61, 3.45], [-1.75, -1.23, 0.18], [-1.40, -2.89, -2.22], [-0.73, 0.44, 0.17], [5.55, 3.66, 8.64], [-3.03, -2.32, -3.63], [6.35, -0.17, 6.62], [-1.78, -1.88, -0.24], [2.78, 8.98, 2.36], [-0.41, -2.70, 3.43], [4.94, 5.94, 0.95], [-2.34, 7.36, 2.87], [0.26, 0.94, 0.64], [3.39, 1.30, 0.51], [3.88, 0.79, -0.24], [9.44, 2.79, -4.65], [-2.71, -1.06, -1.99], [6.10, -1.30, -5.10], [2.56, -13.43, -3.61], [-0.60, -0.81, -2.14], [0.74, 9.12, -1.03]], "lowdin_charge": [-0.225, -0.192, -0.013, 0.115, 0.131, 0.096, -0.307, 0.051, -0.134, 0.046, -0.199, 0.119, -0.090, -0.418, 0.175, -0.079, 0.120, 0.105, -0.383, 0.024, 0.121, 0.161, 0.065, 0.060, 0.132, 0.169, -0.268, -0.043, -0.057, 0.162, -0.067, 0.201, -0.180, -0.284, -0.247, 0.205, 0.009, 0.003, -0.101, 0.194, -0.002, 0.060, 0.278, 0.136, 0.773, 0.050, -0.002, 0.143, -0.086, 0.062, -0.215, -0.251, 0.138, 0.186, -0.257, -0.181, 0.157, -0.007, 0.039, -0.043, -0.155]}

***

No. 3
{"formula": "C23H29NO5", "method": "wB97M-V/def2-TZVPD", "lumo_ev": -1.6, "spin_multiplicity": 1, "de_lowest_kcal_mol": 104.8, "e_homo_ev": -5.41, "mol_weight_da": 399.49, "species": ["H", "H", "H", "C", "C", "H", "C", "O", "H", "C", "H", "H", "H", "C", "C", "C", "H", "H", "O", "H", "C", "H", "N", "C", "C", "H", "C", "C", "C", "C", "C", "H", "H", "C", "C", "H", "H", "H", "O", "C", "C", "H", "H", "C", "H", "C", "H", "H", "H", "C", "H", "O", "H", "H", "H", "C", "O", "H"], "xyz": [[-6.7645, 2.1718, 1.4584], [-2.9714, -0.8129, -2.9735], [-0.8998, 2.5085, 3.2986], [-0.2859, 3.0631, 2.5694], [-2.2888, 0.1310, 1.9180], [-4.7510, 3.1063, 1.4423], [2.4909, -0.8767, -1.5249], [3.1230, -2.7512, -0.1637], [4.8040, -1.3541, -0.1544], [4.1116, -0.4632, -3.3688], [-3.8905, -0.8408, 2.9718], [-2.4217, -0.2705, -1.3620], [3.3095, -0.0451, -3.9628], [1.3874, -0.5473, -2.4371], [-0.4509, 1.3774, 0.8506], [6.1805, -1.4770, -1.7946], [7.3255, -1.5186, -3.6285], [1.5724, -3.0875, 1.7820], [0.1519, -0.6006, -1.8950], [2.2077, 1.2929, 2.0257], [2.3068, -1.8751, -0.4460], [0.5101, 3.5876, 3.0940], [0.3149, 2.1489, 1.5807], [-4.0703, 2.2619, 1.5385], [-3.5615, 0.0368, 2.4217], [-0.7618, -3.6703, 2.1613], [3.8303, -0.8251, -2.0280], [-0.8872, -0.3795, -2.8765], [-1.8651, 1.2673, 1.1916], [-2.8022, 2.3121, 0.9899], [1.7706, 2.1129, 1.4335], [2.1878, 3.0501, 1.8060], [-0.6537, -0.9532, -3.7801], [4.9382, -1.2263, -1.2221], [-6.7579, 1.8231, 2.4967], [-0.9458, 0.6948, -3.1252], [-1.2115, -3.2212, 0.5121], [-2.0607, -1.9116, -1.9164], [-5.7216, 0.8579, 2.7358], [0.8865, -3.0455, 0.9265], [-2.1561, -0.8699, -2.2441], [1.0798, -3.8914, 0.2529], [-0.7931, -1.9672, 1.6658], [-0.5488, -2.9791, 1.3484], [6.9844, -1.8428, -1.1560], [-4.4748, 1.0975, 2.2442], [-6.6293, 2.6744, 3.1739], [5.4690, -0.5017, -5.0055], [-2.4996, 3.1856, 0.4041], [5.3471, -0.7235, -3.9469], [-0.9170, 3.8077, 2.0537], [1.1136, -1.8317, 0.1751], [2.0139, 1.9456, 0.3777], [0.0028, 0.7782, 0.0673], [-7.6769, 1.2812, 2.7256], [6.3763, -1.2662, -3.1671], [1.4959, -0.2848, -3.6380], [-1.5733, -0.6627, 2.1238]], "atomic_forces_ev_per_a": [[-0.01, -0.17, 0.13], [0.01, 0.03, 0.18], [0.25, 0.18, -0.40], [-0.20, 0.24, 0.36], [0.79, 0.43, -0.26], [0.20, -0.26, -0.15], [-1.67, -0.25, 0.73], [-0.93, 0.44, 0.38], [0.09, -0.11, -0.25], [0.23, -0.16, 0.18], [0.08, 0.14, -0.11], [-0.04, -0.10, -0.17], [0.48, -0.22, 0.06], [2.06, -0.42, 0.01], [0.82, 0.81, 1.09], [-0.38, 0.38, -0.26], [0.00, 0.04, 0.07], [-0.10, -0.07, -0.27], [-1.33, 0.44, -0.17], [-0.37, 0.21, -0.19], [1.21, 0.51, -1.81], [0.00, -0.14, -0.07], [-1.15, -0.82, -0.97], [-0.67, -0.76, 0.52], [-0.66, 0.57, 0.04], [-0.03, -0.05, 0.07], [1.71, -0.04, -0.79], [0.20, -0.24, 0.31], [-1.77, 0.27, 0.25], [1.08, -0.35, -0.02], [0.62, -0.05, -0.18], [-0.07, -0.09, -0.29], [-0.04, 0.32, 0.17], [-0.04, 0.40, -0.69], [0.30, -0.25, 0.22], [0.11, -0.41, -0.05], [0.03, 0.08, 0.08], [0.05, 0.17, -0.12], [0.47, 0.54, -0.40], [0.02, 0.30, -0.25], [-0.53, -0.05, 0.23], [0.04, 0.11, 0.45], [0.22, -0.37, 0.04], [-0.53, -0.21, -0.07], [-0.07, 0.10, -0.24], [0.11, -0.14, -0.36], [-0.11, -0.07, -0.11], [0.21, -0.08, 0.19], [-0.16, -0.23, 0.25], [0.26, -0.02, 0.79], [0.36, -0.43, 0.32], [-0.48, -0.65, 0.91], [0.09, 0.02, 0.28], [0.30, -0.37, -0.08], [0.07, 0.29, -0.06], [-0.01, -0.02, -0.20], [-0.72, 0.22, 0.77], [-0.37, 0.38, -0.08]], "lowdin_charge": [0.092, 0.078, 0.118, 0.013, -0.012, 0.111, -0.056, 0.034, 0.097, -0.040, 0.132, 0.058, 0.082, -0.459, 0.081, -0.108, 0.080, 0.124, -0.065, 0.121, -0.473, 0.094, -0.108, 0.001, 0.024, 0.081, -0.185, -0.233, -0.212, -0.040, 0.019, 0.095, 0.124, -0.055, -0.054, 0.126, 0.084, 0.079, -0.080, -0.222, -0.076, 0.132, 0.025, -0.066, 0.091, -0.245, 0.099, 0.091, 0.128, -0.107, 0.106, -0.044, 0.111, 0.145, 0.097, -0.132, 0.011, 0.089]}